Density functional theory data (wB97M-V/def2-TZVPD) for an isolated ion of composition C6H6N and charge +1 at a distorted geometry.

Cartesian coordinates (Å):
C 1.18347 0.32121 0.03104
C 1.51136 -0.93551 -0.05231
C 1.14508 -2.13927 0.06230
C 0.16572 1.10208 -0.07359
C 0.65917 -3.25702 -0.32533
C -0.30198 2.51656 0.04558
N -1.22644 1.29151 0.27522
H 0.43103 -3.54731 -1.30361
H 0.38397 -4.04318 0.39526
H -0.14839 3.08768 0.95689
H -0.31086 3.12639 -0.87608
H -2.02052 1.22441 -0.39868
H -1.47161 1.25245 1.26330

Computed properties:
lowest unoccupied orbital energy (alpha / beta)	-0.1817 / -0.1817	hartree
net charge	+1
structure (SMILES)	C=C=C=C=C1C[NH2+]1
HOMO level (alpha / beta)	-0.493 / -0.493	Ha
gap between HOMO and LUMO (alpha / beta)	8.5 / 8.5	eV
F_max	0.0783	Eh/bohr
relative energy (zero: lowest compared OMol25 entry of this formula, charge and spin)	400.3	kJ/mol


Density functional theory data (wB97M-V/def2-TZVPD) for CH3FN2P2 as an isolated structure at a distorted geometry.

Cartesian coordinates (Å):
C -0.83972 -1.05523 0.28157
N -0.42396 0.25430 0.06356
N 1.06846 2.20360 -0.37393
F 2.04935 0.01868 -0.79604
P 0.50330 2.05291 1.09846
P 0.61306 0.73448 -1.18803
H -1.32734 -1.30272 1.18191
H -0.05242 -1.68888 0.12047
H -1.59073 -1.21714 -0.38795

Computed properties:
lowest unoccupied orbital energy	-0.0500	hartree
HOMO level	-0.316	Ha
gap between HOMO and LUMO	7.2	eV
F_max	0.1065	Eh/bohr
relative energy (zero: lowest compared OMol25 entry of this formula, charge and spin)	102.9	kJ/mol


Density functional theory data (wB97M-V/def2-TZVPD) for C18H12Br2F6IrN2O6S3 as an isolated structure at a distorted geometry.

Cartesian coordinates (Å):
Ir 0.10545 -1.56966 -0.08535
F 4.56600 -0.55965 2.48323
C 4.65314 -0.28325 1.21484
F 5.86397 -0.55795 0.74109
F 4.33523 1.03285 1.06655
S 3.36168 -1.34017 0.26470
O 3.78812 -1.16890 -1.08665
O 2.11178 -0.69185 0.72814
N 3.52599 -2.74181 0.92554
S 2.47135 -3.82834 0.85604
O 1.01118 -3.15008 0.78231
O 2.47114 -4.84960 1.80559
C 2.61078 -4.60660 -0.81974
F 3.76786 -5.30694 -0.79171
F 2.62574 -3.68144 -1.73796
F 1.65951 -5.48110 -1.04896
Br -3.66286 -4.16524 -2.36110
C -3.77621 -2.58248 -1.40273
C -4.88461 -1.80143 -1.36566
C -4.96699 -0.61139 -0.65991
Br -6.57769 0.23820 -0.95284
C -3.80633 -0.06947 0.11802
C -3.80540 1.15099 0.77069
C -2.62457 1.51592 1.43481
C -1.54336 0.62413 1.43957
N -1.59930 -0.57364 0.82372
C -2.69821 -0.92282 0.11167
C -2.58547 -2.18693 -0.76649
O -1.51465 -2.71223 -1.03531
H -5.73470 -2.17701 -1.94377
H -4.61635 1.86538 0.68889
H -2.66430 2.50912 1.77680
H -0.61993 0.77446 1.91020
C 2.34367 1.37527 -1.61110
S 0.55285 1.41976 -1.79709
O 0.03240 -0.01257 -1.41711
C 0.12513 2.57436 -0.51781
C -0.95068 3.43153 -0.79420
C -1.16516 4.45216 0.09606
C -0.39250 4.58230 1.21941
C 0.57917 3.63624 1.53340
C 0.87211 2.62832 0.62126
H 2.65523 1.25496 -0.62754
H 2.56046 2.39662 -1.91293
H 2.78055 0.62118 -2.30422
H -1.67097 3.25068 -1.61174
H -1.89864 5.21233 0.00804
H -0.47650 5.41403 1.91975
H 1.21408 3.78606 2.38498
H 1.59080 1.88572 0.92661

Computed properties:
lowest unoccupied orbital energy (alpha / beta)	-0.2684 / -0.3407	hartree
net charge	+2
HOMO level (alpha / beta)	-0.537 / -0.574	Ha
gap between HOMO and LUMO (alpha / beta)	7.3 / 6.3	eV
F_max	0.0730	Eh/bohr
spin multiplicity	6
relative energy (zero: lowest compared OMol25 entry of this formula, charge and spin)	72.8	kJ/mol


Density functional theory data (wB97M-V/def2-TZVPD) for a 5-piece molecular cluster, C19H30BF13O10P2 overall.

Cartesian coordinates (Å):
C 4.78712 5.18665 -3.98484
C 4.58390 6.39262 -4.91858
B 3.81701 7.67338 -4.42883
O 3.65451 8.74390 -5.27848
P 2.90314 8.09402 -2.77022
F 3.29095 6.85444 -1.78419
P 0.87213 7.44093 -3.44779
C 1.08288 5.82722 -4.30203
O 0.73071 8.48076 -4.73838
H 5.80808 5.15453 -3.60455
H 4.11614 5.20165 -3.12917
H 4.61881 4.24762 -4.51345
H 4.04873 6.07024 -5.82367
H 5.55489 6.74099 -5.29257
H 3.90961 8.55565 -6.19120
H 2.00447 5.69194 -4.86012
H 0.95689 5.02237 -3.57756
H 0.24224 5.76691 -4.99855
H 1.55047 8.89183 -5.04677
C -3.55445 3.92431 0.19994
C -2.57072 5.07001 0.23761
O -1.20329 4.58173 0.26838
C -0.69002 4.23360 -0.89554
O -1.21291 4.26600 -1.97084
C 0.78372 3.79899 -0.71521
F 0.94557 2.96973 0.32148
F 1.54624 4.87745 -0.51837
F 1.21492 3.17751 -1.81500
H -3.39711 3.25566 1.04612
H -4.56972 4.31739 0.25422
H -3.45640 3.35486 -0.72300
H -2.66257 5.65344 1.15001
H -2.68121 5.73077 -0.62085
C 1.57995 -0.06052 -0.23233
C 2.30378 -1.33346 -0.60110
O 2.06510 -2.37608 0.38265
C 0.92627 -3.03098 0.26609
O 0.06864 -2.88023 -0.55321
C 0.83247 -4.12282 1.35892
F 1.19367 -3.65943 2.56152
F 1.63878 -5.14853 1.05176
F -0.41262 -4.58014 1.44402
H 1.86717 0.27034 0.76530
H 1.83957 0.72117 -0.94444
H 0.50073 -0.20611 -0.25832
H 3.38293 -1.20352 -0.59082
H 2.00044 -1.70439 -1.57907
C 2.02393 -6.63439 5.39214
C 1.32842 -5.32987 5.70525
O 0.20553 -5.53805 6.59840
C 0.49893 -5.64215 7.88283
O 1.57755 -5.57749 8.39420
C -0.80071 -5.82671 8.70256
F -1.61086 -6.73095 8.14409
F -1.46019 -4.66109 8.76892
F -0.51935 -6.22016 9.93856
H 1.31796 -7.35283 4.97548
H 2.81176 -6.45759 4.65963
H 2.47416 -7.06281 6.28637
H 0.88576 -4.89076 4.81553
H 2.00625 -4.60776 6.15811
C -2.94072 -5.48929 -0.06092
C -3.95573 -6.36068 -0.76202
O -5.27772 -5.76529 -0.71431
C -5.52720 -4.83436 -1.61827
O -4.80021 -4.43532 -2.47908
C -6.97669 -4.31866 -1.44989
F -7.26860 -4.07636 -0.16842
F -7.83854 -5.23912 -1.90635
F -7.15569 -3.19889 -2.14051
H -3.24764 -5.29735 0.96728
H -1.97631 -5.99497 -0.04607
H -2.81655 -4.53740 -0.57523
H -4.07921 -7.31904 -0.26350
H -3.68993 -6.53499 -1.80373

Computed properties:
lowest unoccupied orbital energy	0.0093	hartree
structure (SMILES)	CCB(O)P(F)#P(C)O.CCOC(=O)C(F)(F)F.CCOC(=O)C(F)(F)F.CCOC(=O)C(F)(F)F.CCOC(=O)C(F)(F)F
HOMO level	-0.316	Ha
gap between HOMO and LUMO	8.9	eV
F_max	0.0076	Eh/bohr
relative energy (zero: lowest compared OMol25 entry of this formula, charge and spin)	0.0	kJ/mol


Density functional theory data (wB97M-V/def2-TZVPD) for C2HFO2Sm as an isolated structure at a distorted geometry.

Cartesian coordinates (Å):
H 0.56051 0.70068 -2.14995
C 1.26656 -0.30164 -1.40994
C 0.45342 -0.35615 -0.24895
O -0.55744 0.37601 -0.08467
O 2.19536 -0.96463 -1.80815
F 0.94613 -0.99584 0.80413
Sm -1.84980 2.09971 -1.16354

Computed properties:
lowest unoccupied orbital energy (alpha / beta)	-0.2412 / -0.2345	hartree
net charge	+1
HOMO level (alpha / beta)	-0.361 / -0.564	Ha
gap between HOMO and LUMO (alpha / beta)	3.3 / 9.0	eV
F_max	0.1291	Eh/bohr
spin multiplicity	8
relative energy (zero: lowest compared OMol25 entry of this formula, charge and spin)	70.6	kJ/mol


Density functional theory data (wB97M-V/def2-TZVPD) for a 4-piece molecular cluster, C22H25BF26NO4 overall at a distorted geometry.

Cartesian coordinates (Å):
C 3.54804 0.57887 3.07170
C 2.72988 -0.10748 1.93259
F 3.54939 -1.21220 1.45610
C 2.45377 0.78916 0.71048
B 1.23484 1.88960 0.87880
C 0.24004 1.64402 2.15320
C -0.75423 0.44676 1.86027
C -1.52639 0.07343 3.16675
F -1.78421 1.26884 3.88625
O 1.73391 3.34803 0.84235
C 2.12284 3.74881 1.99482
N 2.41952 4.00195 3.05584
H 2.98329 0.53808 4.02776
H 3.78562 1.63185 2.83537
H 4.51362 0.03317 3.16355
H 1.83545 -0.58204 2.37502
H 2.18704 0.10652 -0.13194
H 3.40427 1.28690 0.39146
H 0.54169 1.78906 -0.11587
H 0.74280 1.46352 3.12951
H -0.41379 2.54241 2.23018
H -0.14369 -0.40656 1.49796
H -1.45697 0.79422 1.07229
H -2.50784 -0.40214 2.97681
H -0.90049 -0.61582 3.77067
C -4.77460 3.77968 3.01263
C -3.38545 4.25116 2.54724
C -2.33223 4.44059 3.64153
F -2.69961 5.36779 4.55902
F -1.17582 4.87576 3.09499
F -3.52940 5.38032 1.80961
F -2.91778 3.30185 1.69581
O -5.78327 4.77562 3.20436
C -5.81698 5.45850 4.41230
C -5.49977 6.94731 4.24891
F -4.30145 7.13881 3.66968
F -5.46072 7.55377 5.46172
F -5.02060 4.85260 5.30893
F -7.08144 5.33557 4.88377
H -5.16577 3.16821 2.19895
H -4.71284 3.10201 3.86508
H -2.12876 3.49709 4.15281
H -6.25806 7.43717 3.63405
C 0.82544 -4.64662 -0.05489
C -0.23504 -3.66601 0.47492
C -1.60614 -4.25960 0.80706
F -2.19988 -4.82379 -0.26422
F -2.43742 -3.27997 1.24272
F -0.35010 -2.63775 -0.39023
F 0.26556 -3.14091 1.62568
O 1.00224 -4.72330 -1.46693
C 0.15640 -5.54231 -2.20356
C -0.74100 -4.74874 -3.15532
F -1.48227 -3.83486 -2.49718
F -1.60957 -5.57766 -3.79093
F -0.54218 -6.34763 -1.37832
F 0.95671 -6.35160 -2.93414
H 1.78180 -4.26633 0.30686
H 0.73217 -5.63760 0.39302
H -1.52374 -5.00786 1.60046
H -0.14710 -4.22685 -3.90195
C 4.25714 -2.54863 -5.31202
C 4.51805 -1.14316 -5.88308
C 3.86593 0.02605 -5.13986
F 2.52354 -0.06690 -5.11500
F 4.16768 1.18972 -5.76937
F 4.18010 -1.13164 -7.19388
F 5.86680 -0.94658 -5.83824
O 3.21305 -3.31849 -5.90774
C 1.91199 -3.09775 -5.47498
C 1.01617 -2.50866 -6.56707
F 1.51737 -1.35701 -7.05059
F -0.21067 -2.23422 -6.06391
F 1.92941 -2.35898 -4.35462
F 1.41992 -4.31154 -5.11818
H 5.15845 -3.12498 -5.52326
H 4.17998 -2.54213 -4.22371
H 4.23650 0.09148 -4.11314
H 0.90882 -3.20990 -7.39768

Computed properties:
lowest unoccupied orbital energy	0.0757	hartree
net charge	-1
HOMO level	-0.208	Ha
gap between HOMO and LUMO	7.7	eV
F_max	0.0873	Eh/bohr


Question: Which of these has the highest F_max?
Answer: C2HFO2Sm